[1]
9
Properties=species:S:1:pos:R:3:forces:R:3 method="wB97M-V/def2-TZVPD" homo_ev=-4.68 smiles="NSOS(=O)(=O)[S-]" homo_lumo_gap_ev=8.1 total_charge=-1 de_lowest_kcal_mol=13.3
N 0.37661 1.67660 -1.01404 -0.27 -1.51 -0.41
O -0.30526 0.45835 1.23165 -0.92 -0.69 -0.21
O -0.80825 -0.90021 -0.88018 0.94 -0.41 1.73
O 1.20195 -1.32427 0.57020 1.45 -0.60 -0.63
S 0.63256 1.71992 0.63825 -1.12 -0.16 1.35
S -1.21954 -2.66794 1.39738 0.60 1.71 -0.35
S -0.20869 -1.17756 0.44911 -1.79 0.73 -0.55
H -0.60837 1.39792 -1.31941 1.59 0.63 0.91
H 0.93898 0.81717 -1.07296 -0.48 0.29 -1.84

***

[2]
8
Properties=species:S:1:pos:R:3:forces:R:3 method="wB97M-V/def2-TZVPD" homo_ev=-9.76 homo_lumo_gap_ev=10.0 de_lowest_kcal_mol=40.8
N -2.02864 -0.17325 -0.00864 2.89 0.62 -1.54
O -2.80651 -1.04274 0.15763 -1.78 -2.25 0.47
O -2.10739 0.95783 0.33384 -1.12 2.27 1.31
O 0.39776 -1.19060 0.14343 0.40 1.14 -0.18
O 0.19444 1.03224 -0.87310 -0.88 -0.82 -1.59
P -0.42143 -0.43852 -1.03957 -0.49 0.04 -0.78
H -0.01476 -2.02759 0.26370 -0.30 -1.54 0.50
H 0.77436 1.00209 -0.14412 1.28 0.54 1.82

***

[3]
6
Properties=species:S:1:pos:R:3:forces:R:3 method="wB97M-V/def2-TZVPD" homo_ev="-1.05 / -3.80" multiplicity=3 homo_lumo_gap_ev="4.4 / 4.2" total_charge=-1 de_lowest_kcal_mol=1.0
N 1.62516 -1.07225 -0.54248 2.34 1.57 -0.96
O 1.93916 1.24146 0.34987 0.32 0.45 0.11
S -3.26829 0.99134 -0.18732 -0.37 0.17 -0.38
S 0.93395 0.15724 0.12524 -1.04 0.32 0.41
H 1.15031 -1.89920 -0.44654 -1.74 -2.32 0.45
H -2.38028 0.58140 0.70123 0.49 -0.18 0.37

***

[4]
4
Properties=species:S:1:pos:R:3:forces:R:3 method="wB97M-V/def2-TZVPD" homo_ev=-9.20 smiles="[H]/N=P/[H]" homo_lumo_gap_ev=8.8 de_lowest_kcal_mol=6.2
N -0.75006 -0.19717 -0.01607 -0.88 -1.19 0.12
P 0.80508 -0.06242 0.00257 0.43 0.52 0.04
H -1.16860 -1.19802 0.01619 1.36 2.13 -0.12
H 1.11358 1.45761 -0.00269 -0.91 -1.46 -0.04

***

[5]
4
Properties=species:S:1:pos:R:3:forces:R:3 method="wB97M-V/def2-TZVPD" homo_ev=-17.17 homo_lumo_gap_ev=12.2 total_charge=+1 de_lowest_kcal_mol=0.6
O 0.24212 -0.20786 -0.00057 0.74 0.09 -0.29
H 0.59520 -0.50804 -0.86860 -0.31 0.23 0.84
H 1.03834 -0.10170 0.56777 -0.75 -0.14 -0.52
Na -1.87566 0.81760 0.30142 0.32 -0.18 -0.03

***

[6]
4
Properties=species:S:1:pos:R:3:forces:R:3 method="wB97M-V/def2-TZVPD" homo_ev="-9.75 / -10.54" homo_lumo_gap_ev="9.0 / 10.2" de_lowest_kcal_mol=84.7
O 0.12249 -0.31071 0.75798 -0.86 1.56 2.71
O -0.48746 -0.20729 -0.39468 0.69 -0.25 -3.89
H -0.37731 0.42748 1.23819 1.56 -1.18 -0.13
H 0.74228 0.09052 -1.60149 -1.39 -0.13 1.30